25
Properties=species:S:1:pos:R:3:forces:R:3 method="wB97M-V/def2-TZVPD" e_above_lowest_kj_mol=301.1 homo_ev=-8.10 e_lumo_ev=0.5677 orbital_gap_ev=8.7
C -2.1144 0.4720 -0.2682 -1.6925 -0.3740 -0.7510
C -1.8655 -0.5506 -1.3485 -0.7670 0.5305 -0.3063
C 2.8597 -0.1269 -0.6924 0.0562 0.0629 0.0873
C 1.4019 -0.2830 -0.3060 0.2376 0.0922 -0.2689
C 0.9962 -1.2829 0.8028 0.2335 -0.0919 0.1923
C -0.0630 -0.2650 1.2792 0.3556 -0.5254 0.5143
C 0.7419 0.8246 0.5438 0.7720 -0.1034 0.4217
H -2.8017 0.4380 1.5468 -0.0477 -0.0578 -0.0062
H -2.7090 1.2953 -0.6973 0.0802 -0.1224 0.0622
H -1.1485 0.8856 0.0504 -2.9560 -1.0531 -0.3373
H -1.5111 -0.0567 -2.2610 0.0216 -0.0871 0.1126
H -2.7910 -1.0954 -1.5636 0.1766 -0.0437 -0.0262
H 3.4825 0.0283 0.1970 -0.0650 -0.0167 -0.1179
H 2.9978 0.7336 -1.3562 0.0030 -0.1053 0.0640
H 3.2301 -1.0191 -1.2105 -0.0760 0.1240 0.0709
H 0.7868 -0.4628 -1.1968 0.4573 0.0952 0.2627
H 0.6490 -2.2720 0.4906 0.0630 0.2390 0.0920
H 1.8027 -1.4044 1.5362 -0.0500 0.0608 -0.1285
H -1.0285 -0.4275 0.7958 1.8151 -0.9070 1.6051
H -0.2153 -0.1388 2.3553 0.1118 0.0614 -0.0639
H 1.4886 1.2739 1.2055 -0.1265 0.0664 -0.1489
H -0.4006 2.9249 0.6372 -0.0098 -0.0028 -0.0456
O -2.7915 -0.1625 0.7946 -1.3518 -0.1962 0.1610
F -0.9056 -1.4569 -0.9371 -0.6646 -0.8540 -0.6459
S -0.0914 2.1282 -0.3974 3.4233 3.2083 -0.7997

=====

7
Properties=species:S:1:pos:R:3:forces:R:3 method="wB97M-V/def2-TZVPD" e_above_lowest_kj_mol=343.1 homo_ev="-9.34 / -9.36" smiles="C=COBr" e_lumo_ev="-2.9714 / -3.0173" orbital_gap_ev="6.4 / 6.3"
C 0.6184 0.6415 -0.2155 2.7281 -0.4143 -1.1678
C -0.5970 0.3306 0.1534 -0.7744 1.9735 1.0032
O -1.0948 -0.8218 0.4873 0.4821 -3.9357 -0.2979
Br 0.1245 -2.6310 -0.0725 -1.5869 2.6360 0.8052
H 0.9828 1.6244 -0.5885 -0.6435 -0.8473 0.7374
H 1.3713 -0.2326 -0.2543 -1.2886 1.4995 -0.1679
H -1.4051 1.0889 0.4902 1.0832 -0.9117 -0.9122

=====

64
Properties=species:S:1:pos:R:3:forces:R:3 method="wB97M-V/def2-TZVPD" e_above_lowest_kj_mol=17.7 homo_ev=-3.84 total_charge=-1 e_lumo_ev=1.2903 orbital_gap_ev=5.1
Tl -1.3582 0.2182 0.7701 -0.0614 0.0675 0.1958
C 0.2879 2.2688 -1.3897 0.0645 -0.0946 0.0356
N -1.0376 2.4147 -0.8120 -0.0865 0.1616 -0.0099
C -2.0869 2.3220 -1.8143 0.0393 -0.0260 -0.0156
C -1.1319 3.5281 0.0922 0.0443 -0.0024 -0.1255
C -1.6967 4.7289 -0.3112 -0.0967 -0.0130 0.0450
C -1.8681 5.7843 0.5759 0.0787 -0.0618 0.0648
C -1.4765 5.6017 1.8956 -0.0255 -0.0266 -0.0459
C -0.8862 4.4159 2.3015 -0.0469 0.0502 0.0045
C -0.6414 3.3544 1.4103 -0.0655 0.0845 0.0273
N -0.0732 2.1489 1.7540 0.0835 -0.1625 -0.1217
C 0.8304 2.0575 2.7736 0.0195 0.0082 0.1103
C 1.5857 3.1397 3.2869 0.0823 -0.0031 0.0015
C 2.4562 3.0021 4.3556 -0.0302 -0.0104 -0.0525
C 2.6440 1.7721 4.9701 -0.0656 -0.0150 -0.0527
C 1.9892 0.6714 4.4275 0.0311 0.0538 -0.0145
C 1.1301 0.7887 3.3462 -0.0436 -0.0257 -0.0243
N 0.5709 -0.3842 2.7220 0.0963 0.0000 0.0613
C 1.4643 -0.8654 1.6736 -0.0335 -0.0087 0.0579
C 0.1902 -1.4621 3.6206 -0.0634 0.0602 -0.0525
H 0.5163 3.0808 -2.0964 -0.0091 0.0047 -0.0063
H 0.3493 1.3146 -1.9231 -0.0162 0.0214 0.0172
H 1.0274 2.2756 -0.5881 -0.0120 -0.0015 -0.0174
H -1.9585 3.0364 -2.6413 -0.0011 0.0178 0.0027
H -3.0549 2.4965 -1.3455 0.0022 -0.0163 0.0035
H -2.0796 1.3130 -2.2344 0.0250 0.0147 0.0044
H -2.0369 4.8337 -1.3347 0.0100 -0.0024 0.0128
H -2.3131 6.7143 0.2460 -0.0236 -0.0187 0.0125
H -1.6486 6.3840 2.6261 0.0051 -0.0081 0.0010
H -0.6322 4.2782 3.3446 -0.0242 0.0444 -0.0483
H 1.4754 4.1102 2.8213 0.0236 -0.0368 0.0582
H 2.9927 3.8748 4.7132 -0.0199 -0.0047 -0.0085
H 3.2916 1.6631 5.8306 0.0084 -0.0017 -0.0191
H 2.1586 -0.3078 4.8590 -0.0008 -0.0233 -0.0179
H 2.4150 -1.2304 2.0900 0.0243 -0.0041 -0.0091
H 1.6765 -0.0501 0.9783 0.0123 -0.0180 0.0048
H 0.9835 -1.6802 1.1238 0.0218 0.0074 0.0021
H 1.0540 -2.0013 4.0379 0.0054 -0.0045 0.0161
H -0.4238 -2.1799 3.0728 -0.0006 -0.0046 -0.0117
H -0.4076 -1.0622 4.4375 0.0035 0.0059 0.0014
Cl -5.3238 1.3986 3.6883 -0.0029 0.0648 -0.0493
Si -4.1907 0.7796 1.9672 0.0224 -0.2577 0.1167
Cl -5.8080 0.5068 0.5439 0.0398 0.0154 -0.0018
Cl -3.9338 -1.3443 2.5573 -0.0501 0.1310 -0.0356
N 4.3253 -7.3312 -5.8268 0.0342 -0.0317 -0.0224
C 3.5504 -6.6343 -5.3434 -0.2594 0.2320 0.1475
C 2.5735 -5.7567 -4.7359 0.2710 -0.2236 -0.1310
C 1.2207 -5.9274 -5.0046 -0.1447 -0.0123 -0.0440
C 0.2873 -5.0861 -4.4267 0.0084 -0.1131 -0.0867
C 0.7013 -4.0785 -3.5646 -0.1327 0.1357 0.0912
C 2.0530 -3.9134 -3.2843 0.1106 -0.0177 0.0049
C 2.9864 -4.7449 -3.8760 0.0417 0.0999 0.0744
N -0.2500 -3.2204 -2.9771 0.0742 -0.0477 -0.0233
C -1.5549 -3.5311 -2.6281 0.0762 0.0094 -0.0355
C -2.0807 -2.3920 -2.1114 0.0139 0.1692 0.1060
N -1.1469 -1.3756 -2.1406 -0.0565 -0.0239 -0.1929
C -0.0751 -1.8973 -2.6558 0.0033 -0.1282 0.0345
H 0.9036 -6.7098 -5.6809 -0.0073 0.0043 0.0207
H -0.7628 -5.1990 -4.6571 0.0047 0.0042 -0.0092
H 2.3702 -3.1510 -2.5861 0.0041 -0.0104 -0.0053
H 4.0393 -4.6217 -3.6614 -0.0165 0.0072 0.0118
H -1.9573 -4.5219 -2.7413 0.0173 0.0039 0.0109
H -3.0604 -2.2363 -1.6885 0.0181 -0.0016 -0.0193
H 0.8560 -1.3811 -2.8322 -0.0246 -0.0168 -0.0495

=====

49
Properties=species:S:1:pos:R:3:forces:R:3 method="wB97M-V/def2-TZVPD" e_above_lowest_kj_mol=202.7 homo_ev=-8.05 smiles=CCN(CC)CCO[Si](C)(c1ccccc1)c1ccccc1 e_lumo_ev=0.7730 orbital_gap_ev=8.8
C -2.6640 -0.3393 2.2572 2.1115 -0.3414 2.0724
C -1.7227 -1.3669 3.0126 -0.3799 0.5569 -0.6207
N -0.3263 -0.9002 3.1270 1.0435 -1.2988 -2.1167
C -0.0697 0.3021 3.9572 -2.0864 1.0736 -1.4029
C 1.3355 0.7389 4.3559 0.6957 -0.0613 0.1718
C 0.1990 -0.8321 1.6639 1.3717 1.0131 1.3983
C 0.1741 -2.0541 0.6302 -1.5523 1.9236 0.1017
O 0.8605 -1.6703 -0.5498 0.4517 0.8041 -0.0600
Si 0.1830 -0.7009 -1.8200 1.8931 -2.1760 0.3899
C -0.7080 -2.0471 -2.7675 0.1926 1.0924 0.0423
C 1.6341 0.0565 -2.6931 0.1895 -1.0836 0.2676
C 1.8474 1.2255 -3.4232 -2.6241 0.3269 0.6242
C 2.9883 1.4300 -4.1154 2.6391 1.3864 -1.2910
C 3.9771 0.4566 -4.2024 -0.5755 0.2883 -0.2189
C 3.6693 -0.7355 -3.5704 3.5301 -0.3391 0.4056
C 2.6457 -0.9222 -2.7087 -1.1883 2.4511 -1.3103
C -0.8563 0.5922 -1.1937 -0.3629 0.8164 -0.5254
C -0.3291 1.8093 -0.8085 0.0162 -0.2513 1.6727
C -1.1523 2.7280 -0.1214 1.2825 -0.8566 -1.2385
C -2.4703 2.4610 0.1154 -0.7127 -1.0959 -0.0317
C -3.0074 1.3080 -0.4745 0.2436 0.2355 0.9763
C -2.2054 0.3915 -1.1236 -1.6071 0.3141 -0.6603
H -3.1246 0.2788 2.9979 -0.5189 0.5854 0.3753
H -3.3927 -0.8443 1.7142 -1.3177 -0.8013 -1.0881
H -2.0567 0.2931 1.6288 -0.0993 -0.0120 -0.2221
H -1.7107 -2.2861 2.4035 0.2446 0.2638 0.2753
H -2.1588 -1.6892 3.9714 0.3064 0.4305 -0.0631
H -0.6455 0.1090 4.8533 -0.1014 -0.0085 0.4001
H -0.6101 1.1900 3.4802 0.6287 -0.6613 0.3428
H 1.6847 0.0647 5.1343 0.2277 -0.2421 0.0042
H 2.0709 0.6521 3.5183 -0.6004 0.4716 0.6388
H 1.3631 1.7638 4.8703 -0.2525 -1.2922 -1.2108
H -0.1837 0.0851 1.1835 -0.6510 -0.6640 -0.1716
H 1.2377 -0.4597 1.7477 0.0082 -0.9042 0.0795
H -0.8435 -2.2378 0.3085 -0.9242 0.2852 0.1865
H 0.3958 -3.0455 0.9877 1.2845 -0.0956 0.4343
H -0.1203 -2.6570 -3.4725 -0.3927 0.3116 0.4425
H -1.1647 -2.5937 -1.9659 -0.0294 -0.9759 0.3737
H -1.5577 -1.5516 -3.1992 -0.3943 0.0258 -1.0693
H 1.0632 2.0147 -3.4671 0.5938 -0.6476 0.2527
H 3.2588 2.4134 -4.5357 -0.6388 -0.4335 0.1041
H 4.9676 0.6533 -4.6783 -1.1153 -0.3409 0.3452
H 4.5167 -1.3915 -3.4496 0.0718 -0.6828 -0.4013
H 2.6335 -1.7007 -2.0317 -0.1306 -1.8007 1.0035
H 0.7688 1.8268 -0.7338 -0.4941 0.7999 -0.3833
H -0.6840 3.6107 0.1759 0.4951 1.3789 0.8725
H -3.0518 2.9946 0.8663 0.0599 0.2953 -0.5405
H -3.9846 1.0059 -0.1829 -0.9294 0.0376 -0.2600
H -2.6733 -0.4299 -1.6722 0.0975 -0.1013 0.6326

=====

Repeat the first record exactly.
25
Properties=species:S:1:pos:R:3:forces:R:3 method="wB97M-V/def2-TZVPD" e_above_lowest_kj_mol=301.1 homo_ev=-8.10 e_lumo_ev=0.5677 orbital_gap_ev=8.7
C -2.1144 0.4720 -0.2682 -1.6925 -0.3740 -0.7510
C -1.8655 -0.5506 -1.3485 -0.7670 0.5305 -0.3063
C 2.8597 -0.1269 -0.6924 0.0562 0.0629 0.0873
C 1.4019 -0.2830 -0.3060 0.2376 0.0922 -0.2689
C 0.9962 -1.2829 0.8028 0.2335 -0.0919 0.1923
C -0.0630 -0.2650 1.2792 0.3556 -0.5254 0.5143
C 0.7419 0.8246 0.5438 0.7720 -0.1034 0.4217
H -2.8017 0.4380 1.5468 -0.0477 -0.0578 -0.0062
H -2.7090 1.2953 -0.6973 0.0802 -0.1224 0.0622
H -1.1485 0.8856 0.0504 -2.9560 -1.0531 -0.3373
H -1.5111 -0.0567 -2.2610 0.0216 -0.0871 0.1126
H -2.7910 -1.0954 -1.5636 0.1766 -0.0437 -0.0262
H 3.4825 0.0283 0.1970 -0.0650 -0.0167 -0.1179
H 2.9978 0.7336 -1.3562 0.0030 -0.1053 0.0640
H 3.2301 -1.0191 -1.2105 -0.0760 0.1240 0.0709
H 0.7868 -0.4628 -1.1968 0.4573 0.0952 0.2627
H 0.6490 -2.2720 0.4906 0.0630 0.2390 0.0920
H 1.8027 -1.4044 1.5362 -0.0500 0.0608 -0.1285
H -1.0285 -0.4275 0.7958 1.8151 -0.9070 1.6051
H -0.2153 -0.1388 2.3553 0.1118 0.0614 -0.0639
H 1.4886 1.2739 1.2055 -0.1265 0.0664 -0.1489
H -0.4006 2.9249 0.6372 -0.0098 -0.0028 -0.0456
O -2.7915 -0.1625 0.7946 -1.3518 -0.1962 0.1610
F -0.9056 -1.4569 -0.9371 -0.6646 -0.8540 -0.6459
S -0.0914 2.1282 -0.3974 3.4233 3.2083 -0.7997